{
  "formula": "C17H25Cl5N7O3PdS",
  "method": "the ωB97M-V functional and the def2-TZVPD basis",
  "elements": ["Pd", "Cl", "C", "C", "Cl", "C", "Cl", "C", "O", "C", "Cl", "C", "Cl", "C", "N", "C", "C", "N", "N", "C", "N", "N", "H", "H", "H", "H", "H", "H", "H", "H", "H", "H", "H", "N", "C", "N", "C", "C", "O", "C", "C", "H", "H", "H", "H", "H", "H", "H", "H", "C", "S", "C", "O", "H", "H", "H", "H", "H", "H"],
  "positions_angstrom": [[0.4253, 0.6888, -0.3659], [-2.8267, -7.2360, -1.0357], [-1.6480, -6.1082, -0.8875], [-2.0542, -4.7095, -0.7427], [-3.7051, -4.3292, -0.7469], [-1.0996, -3.7610, -0.6256], [-1.4289, -2.1226, -0.4991], [0.3615, -4.1409, -0.6131], [1.2152, -3.3220, -0.4473], [0.7063, -5.6122, -0.7914], [2.3223, -5.9825, -0.8094], [-0.2763, -6.5458, -0.9157], [0.0761, -8.1900, -1.1019], [5.7803, 1.3760, -0.6722], [4.6172, 0.4865, -0.5845], [4.8354, -0.9348, -0.3208], [3.3635, 0.9444, -0.6765], [2.3088, 0.1909, -0.5199], [3.2309, 2.2817, -0.9794], [2.0879, 2.9961, -1.2615], [2.3063, 4.2491, -1.6866], [0.8979, 2.5054, -1.1024], [6.6726, 0.7921, -0.4768], [5.7393, 2.1632, 0.0834], [5.8864, 1.8051, -1.6712], [5.8794, -1.1648, -0.5038], [4.2435, -1.5487, -1.0009], [4.5981, -1.1905, 0.7144], [2.5073, -0.7791, -0.3174], [4.0958, 2.7840, -1.0955], [3.2253, 4.6056, -1.8865], [1.5345, 4.8576, -1.9009], [0.1557, 3.1181, -1.4084], [-1.4721, 1.2134, -0.3132], [-2.5688, 1.5959, -0.3492], [-3.7862, 2.0132, -0.3610], [-4.5112, 2.3337, 0.8952], [-5.0782, 3.7378, 0.7747], [-5.8644, 3.8487, -0.3906], [-5.0947, 3.6809, -1.5595], [-4.5254, 2.2736, -1.6204], [-3.8235, 2.2450, 1.7342], [-5.3199, 1.6103, 1.0084], [-4.2651, 4.4752, 0.7582], [-5.7261, 3.9506, 1.6227], [-4.2835, 4.4203, -1.5906], [-5.7549, 3.8505, -2.4078], [-3.8493, 2.1468, -2.4640], [-5.3338, 1.5445, -1.6920], [-0.0641, -2.4942, 2.9444], [1.0322, -1.1940, 2.4120], [1.1972, -0.3489, 3.9676], [0.1682, -0.2696, 1.5618], [0.4514, -3.1051, 3.6855], [-0.3095, -3.1004, 2.0744], [-0.9655, -2.0494, 3.3643], [1.7235, -1.0024, 4.6633], [0.2060, -0.0935, 4.3393], [1.7835, 0.5504, 3.7921]],
  "forces_ev_per_a": [[0.6, 1.1, 0.7], [-0.1, -0.2, 0.0], [0.2, 0.2, 0.0], [0.1, -0.2, 0.0], [0.0, 0.0, 0.0], [0.2, -0.2, -0.2], [-0.1, 0.0, 0.0], [-0.3, -0.3, 0.0], [0.1, 0.1, 0.0], [-0.1, 0.3, 0.0], [0.1, -0.1, 0.0], [-0.2, 0.1, 0.0], [0.0, -0.1, 0.0], [0.0, 0.0, 0.0], [0.0, 0.0, 0.0], [0.0, 0.0, 0.0], [0.0, -0.2, -0.1], [0.2, -0.2, 0.1], [0.1, 0.2, 0.0], [-0.1, 0.1, -0.1], [0.0, 0.0, 0.0], [0.2, -0.4, -0.5], [0.0, 0.0, 0.0], [0.0, 0.0, 0.0], [0.0, 0.0, 0.0], [0.0, 0.0, 0.0], [0.0, 0.0, 0.0], [0.0, 0.0, 0.0], [0.1, 0.0, 0.0], [0.0, 0.0, 0.0], [0.0, 0.0, 0.0], [0.0, 0.0, 0.0], [-0.1, 0.0, 0.0], [-0.9, 0.1, -0.1], [0.4, -0.1, 0.1], [-0.1, 0.1, 0.0], [0.0, 0.0, 0.0], [0.0, 0.0, 0.0], [0.0, 0.0, 0.0], [0.0, 0.0, 0.0], [0.0, 0.0, 0.0], [0.0, 0.0, 0.0], [0.0, 0.0, 0.0], [0.0, 0.0, 0.0], [0.0, 0.0, 0.0], [0.0, 0.0, 0.0], [0.0, 0.0, 0.0], [0.0, 0.0, 0.0], [0.0, 0.0, 0.0], [-0.1, -0.1, 0.0], [0.2, 0.0, -0.1], [0.0, 0.1, 0.0], [-0.3, -0.4, -0.1], [0.0, 0.0, 0.0], [0.0, 0.0, 0.1], [0.0, 0.0, 0.0], [0.0, 0.0, 0.0], [0.0, 0.0, 0.0], [0.0, 0.0, 0.0]],
  "nbo_charge": [1.008, 0.371, 0.132, -0.140, 0.176, -0.077, 0.197, 0.484, -0.403, -0.033, 0.273, -0.169, 0.189, -0.439, -0.374, -0.423, 0.659, -0.782, -0.596, 0.651, -0.765, -0.750, 0.257, 0.220, 0.221, 0.249, 0.212, 0.214, 0.402, 0.432, 0.425, 0.429, 0.402, -0.558, 0.637, -0.445, -0.231, -0.086, -0.491, -0.085, -0.231, 0.225, 0.223, 0.175, 0.232, 0.172, 0.232, 0.223, 0.224, -0.811, 1.245, -0.813, -1.013, 0.264, 0.220, 0.258, 0.264, 0.256, 0.261],
  "charge": 3,
  "relative_energy_ev": 0.4493,
  "max_force_ev_per_a": 1.45,
  "spin_multiplicity": 1,
  "e_tot_ev": -111508.290,
  "orbital_gap_ha": 0.1641
}